Entry from the Open Molecules 2025 dataset: C5H14N2O in the gas phase (ωB97M-V/def2-TZVPD).

Energy relative to the best compared isomer or geometry (same formula, charge and spin): 50.1 kcal per mole
Highest occupied orbital energy: -8.62 eV
Energy: -10438.8539 eV
Structure (SMILES): CCN[C@H](N)COC

Structure (ORCA input):
```
! RIJCOSX wB97M-V def2-TZVPD def2/J DEFGRID3
* xyz 0 1
C -2.239 -0.761 1.192
C -1.541 -1.748 0.256
N -0.191 -1.404 -0.168
C -0.021 -0.160 -0.900
N 1.121 -0.330 -1.774
C 0.212 1.105 -0.014
O 1.302 1.889 -0.447
C 2.460 1.800 0.355
H -3.279 -1.046 1.359
H -1.737 -0.720 2.161
H -2.235 0.246 0.773
H -1.483 -2.727 0.736
H -2.145 -1.890 -0.645
H 0.471 -1.479 0.594
H -0.977 -0.023 -1.429
H 0.956 -1.121 -2.383
H 1.316 0.498 -2.320
H -0.671 1.748 -0.039
H 0.350 0.785 1.024
H 3.313 2.077 -0.263
H 2.616 0.781 0.719
H 2.403 2.481 1.211
*
```



Entry from the Open Molecules 2025 dataset: C5H14N2O in the gas phase at a distorted geometry (ωB97M-V/def2-TZVPD).

Energy relative to the best compared isomer or geometry (same formula, charge and spin): 79.9 kcal per mole
Highest occupied orbital energy: -7.49 eV
Energy: -10437.5621 eV
Structure (SMILES): CO[C@H](C)[C@@H](C)NN

Structure (ORCA input):
```
! RIJCOSX wB97M-V def2-TZVPD def2/J DEFGRID3
* xyz 0 1
C 0.287 -0.328 0.151
C -0.527 0.898 -0.212
C 2.766 -0.519 -0.115
C -0.222 -1.694 -0.285
C -1.070 0.929 -1.627
N -1.613 0.744 0.776
N -1.264 0.982 2.157
O 1.588 -0.011 -0.657
H -2.228 -0.056 0.648
H 0.584 -0.331 1.208
H 0.048 1.795 0.032
H -0.921 1.940 2.212
H -2.126 0.931 2.696
H 2.862 -1.603 -0.275
H 3.605 -0.014 -0.603
H 2.831 -0.331 0.972
H -1.126 -1.960 0.259
H -0.429 -1.734 -1.351
H 0.537 -2.444 -0.071
H -0.224 0.860 -2.306
H -1.620 1.853 -1.788
H -1.737 0.093 -1.821
*
```



Entry from the Open Molecules 2025 dataset: a molecular structure, C5H14N2O at a distorted geometry (ωB97M-V/def2-TZVPD).

Energy relative to the best compared isomer or geometry (same formula, charge and spin): 93.9 kcal per mole
Highest occupied orbital energy: -6.97 eV
Energy: -10436.9565 eV

Structure (ORCA input):
```
! RIJCOSX wB97M-V def2-TZVPD def2/J DEFGRID3
* xyz 0 1
C 0.930 -0.668 1.717
C 0.471 0.988 -0.166
C 0.015 0.255 0.955
N 1.845 0.970 -0.557
N -1.120 0.722 1.641
O -0.085 2.286 -0.246
H 0.157 2.639 -1.112
H 2.152 0.069 -0.889
H 2.490 1.329 0.140
H -1.380 1.667 1.397
H -1.138 0.546 2.633
H 1.668 -0.103 2.298
H 0.352 -1.282 2.410
H 1.465 -1.339 1.045
C -0.861 -0.641 -2.050
C -1.201 -1.531 -0.948
H -0.854 -0.958 0.046
H -2.262 -1.715 -0.810
H -1.654 0.005 -2.409
H -0.282 -1.067 -2.863
H -0.097 0.272 -1.333
H -0.609 -2.443 -0.898
*
```



Respective gap between HOMO and LUMO values: 9.68 8.58 7.85 eV.
Respective LUMO energy values: 1.06 1.10 0.88 eV.